Here is an isolated ion of composition C2H6O5P2S2 and charge -2 from the OMol25 dataset. Energies are from the ωB97M-V functional and the def2-TZVPD basis.

Structure (XYZ):
```
17
Properties=species:S:1:pos:R:3:forces:R:3:lowdin_charge:R:1
S 1.97036 0.07938 0.40823 0.19 -0.50 0.93 0.397
S 0.13445 -2.33847 0.64044 -0.39 0.65 0.27 0.475
P -0.37279 -0.22054 0.93847 -0.18 -0.21 -2.70 0.025
P -2.29877 0.63593 -0.42576 1.83 0.31 1.71 0.168
O -0.55137 0.83741 -0.30542 -1.59 -0.86 0.21 -0.452
O -2.92504 1.88447 0.09926 -0.16 -0.58 -0.24 -0.378
O -2.60132 0.04929 -1.72932 -0.69 -0.29 -1.57 -0.362
O -0.30880 0.32444 2.27319 0.14 0.40 2.64 -0.385
O -2.07551 -0.58144 0.66492 0.51 1.03 -0.14 -0.426
C 2.06196 1.84358 0.73485 0.79 1.07 1.30 -0.610
C 0.16790 -2.27442 -1.16750 -1.13 0.29 -1.25 -0.536
H -0.71620 -2.86100 -1.55760 0.86 0.72 0.28 0.024
H 3.11674 2.08240 0.43726 -1.16 0.59 -0.63 -0.016
H 1.07723 -2.83431 -1.39095 0.03 0.36 -0.59 -0.014
H 1.16560 2.24746 0.25120 0.84 0.60 -0.54 -0.007
H 2.03362 2.33790 1.78322 -0.21 -1.65 -0.90 0.036
H 0.12194 -1.21207 -1.65448 0.33 -1.95 1.21 0.059
```
Positions in Å, forces in eV/Å.

Gap between HOMO and LUMO   5.990 eV
Net charge   -2
LUMO   5.43 eV

---

Here is a 2-piece molecular cluster, C2H6OS2 overall from the OMol25 dataset. Energies are from the ωB97M-V functional and the def2-TZVPD basis.

Structure (XYZ):
```
11
Properties=species:S:1:pos:R:3:forces:R:3:lowdin_charge:R:1
S -1.73282 -0.57552 -0.18232 2.21 -1.75 2.29 -0.063
S -3.12900 0.31888 -1.56433 -2.88 2.05 -1.82 -0.198
O 0.75103 -0.19580 1.91062 0.57 0.43 0.05 -0.037
C 1.62289 0.33208 -0.28507 0.38 0.82 0.61 -0.057
C 1.37847 -0.47515 0.75334 1.69 -0.78 -0.43 -0.382
H 1.85819 -0.05321 -1.26691 0.61 -0.16 0.24 0.041
H -0.75174 -0.91722 -1.05192 -0.48 0.38 0.16 -0.246
H -3.79848 1.14182 -0.66720 0.74 -0.64 -0.64 -0.266
H 1.97779 -1.39440 0.78538 -1.25 -0.49 -0.05 0.107
H 0.05048 0.42150 1.66939 -0.39 0.09 0.01 0.049
H 1.77320 1.39702 -0.10097 -1.20 0.05 -0.42 0.052
```
Positions in Å, forces in eV/Å.

Gap between HOMO and LUMO (alpha / beta)   3.687 / 6.887 eV
2S+1   2
Net charge   -1
LUMO (alpha / beta)   3.73 / 3.62 eV
Energy above the lowest of the compared OMol25 structures with the same formula, charge and spin   1.3112 eV

---

Here is a 2-piece molecular cluster, C2H6OS2 overall from the OMol25 dataset. Energies are from the ωB97M-V functional and the def2-TZVPD basis.

Structure (XYZ):
```
11
Properties=species:S:1:pos:R:3:forces:R:3:lowdin_charge:R:1
S 1.53535 0.88227 0.91231 0.15 -0.06 0.01 0.289
S 2.53543 0.02522 -0.70621 -0.27 0.00 -0.20 0.253
O -1.89232 1.39912 -0.25981 0.36 -0.04 0.13 0.022
C -1.34773 0.36798 -0.56751 -1.01 0.05 -0.06 -0.379
C -1.16115 -0.81358 0.33747 -0.05 -0.07 -0.60 -0.114
H -1.11591 0.19120 -1.63782 0.35 -0.02 0.07 0.119
H -0.21336 -1.28542 0.07802 0.04 -0.09 0.30 0.039
H -1.26221 -0.56310 1.38745 0.11 0.04 0.02 0.075
H -1.94520 -1.52291 0.04846 -0.01 -0.02 0.08 0.086
H 3.31944 -0.80820 -0.01583 0.12 0.14 0.22 -0.209
H 1.54766 2.12745 0.42348 0.20 0.07 0.02 -0.182
```
Positions in Å, forces in eV/Å.

Gap between HOMO and LUMO   9.220 eV
Net charge   0
LUMO   0.17 eV
Energy above the lowest of the compared OMol25 structures with the same formula, charge and spin   0.2100 eV

---

Here is one molecule with the formula C2H6OS2 from the OMol25 dataset. Energies are from the ωB97M-V functional and the def2-TZVPD basis.

Structure (XYZ):
```
11
Properties=species:S:1:pos:R:3:forces:R:3:lowdin_charge:R:1
S 1.02556 -0.20291 1.21578 0.78 5.10 1.46 0.487
S 1.38811 2.06640 1.35644 0.52 -1.44 1.21 0.172
O 0.01598 -1.67326 0.29296 -3.19 -3.50 -4.11 -0.321
C -0.83299 -1.39088 -0.59463 1.87 1.92 3.04 -0.185
C -0.97634 0.08537 -1.06300 -0.98 -0.69 -0.01 -0.088
H -1.19641 0.78361 -0.21552 0.21 -0.95 -0.35 0.078
H 1.96161 2.08790 2.59460 -0.19 0.24 -0.55 -0.252
H -1.62526 -2.10504 -0.87707 0.43 -0.05 0.01 0.124
H -1.85314 0.11808 -1.73707 0.66 0.16 0.02 0.073
H -0.06934 0.49609 -1.50694 -0.11 -0.25 -0.19 0.075
H 2.16224 -0.26537 0.53446 -0.01 -0.56 -0.53 -0.162
```
Positions in Å, forces in eV/Å.

Gap between HOMO and LUMO   7.741 eV
Net charge   0
LUMO   -0.23 eV
Energy above the lowest of the compared OMol25 structures with the same formula, charge and spin   2.1339 eV

---

Here is a 2-piece molecular cluster, C2H6OS2 overall from the OMol25 dataset. Energies are from the ωB97M-V functional and the def2-TZVPD basis.

Structure (XYZ):
```
11
Properties=species:S:1:pos:R:3:forces:R:3:lowdin_charge:R:1
S 0.14761 -0.55992 1.60436 0.25 0.49 -0.14 0.321
S 1.58644 -0.33007 3.04059 0.11 -0.14 0.10 0.280
O -1.27363 0.84654 -2.43958 0.27 0.30 0.35 -0.011
C 1.13066 -0.44408 0.07125 -0.70 -0.59 -0.04 -0.462
C -2.12222 0.40458 -1.71541 -0.14 -0.22 -0.62 -0.145
H 1.43968 -1.45703 -0.18302 0.37 0.23 -0.10 0.030
H -2.79755 -0.35610 -2.13086 -0.31 -0.17 0.29 0.080
H -2.27521 0.71722 -0.66871 0.15 0.07 0.00 0.081
H 1.94523 0.26008 0.14309 0.23 0.00 0.24 0.028
H 0.45902 -0.08409 -0.70363 -0.09 0.01 -0.08 -0.007
H 1.75996 1.00286 2.98193 -0.14 0.00 0.00 -0.194
```
Positions in Å, forces in eV/Å.

Gap between HOMO and LUMO   9.453 eV
Net charge   0
LUMO   0.41 eV
Energy above the lowest of the compared OMol25 structures with the same formula, charge and spin   0.4622 eV

---

Here is a 2-piece molecular cluster, C2H6OSe2 overall from the OMol25 dataset. Energies are from the ωB97M-V functional and the def2-TZVPD basis.

Structure (XYZ):
```
11
Properties=species:S:1:pos:R:3:forces:R:3:lowdin_charge:R:1
Se -1.63674 -0.69376 -0.65394 -0.57 -0.20 -1.18 0.820
Se 1.18181 -2.00388 1.63358 0.30 1.18 -1.32 0.224
O 0.15163 0.97901 0.48635 0.86 1.10 -0.67 -0.200
C 1.12867 0.37945 -0.14221 0.73 -2.04 1.97 -0.099
C -0.93635 1.08430 -0.37603 -1.35 0.13 -1.62 -0.569
H -0.69934 1.54955 -1.36755 0.14 -0.39 0.93 0.098
H 1.70079 -2.95334 0.62721 -0.10 0.16 0.16 -0.327
H 0.94366 -0.13628 -1.08242 0.11 0.20 0.18 0.062
H -2.22274 -0.54344 0.62933 -0.56 -0.43 1.00 -0.146
H 2.10269 0.66999 0.17460 0.57 -0.06 0.11 0.068
H -1.71408 1.66839 0.07109 -0.13 0.35 0.44 0.069
```
Positions in Å, forces in eV/Å.

Gap between HOMO and LUMO (alpha / beta)   6.540 / 6.539 eV
Net charge   0
LUMO (alpha / beta)   -1.12 / -1.13 eV
Energy above the lowest of the compared OMol25 structures with the same formula, charge and spin   1.7644 eV